A molecular structure, C12H24LaNO4P2, computed with the ωB97M-V functional and the def2-TZVPD basis.

Highest occupied orbital energy (spin up / spin down): -15.867 / -15.816 eV
Gap between HOMO and LUMO (spin up / spin down): 7.514 / 4.323 eV
LUMO (spin up / spin down): -8.35 / -11.49 eV
Total charge: +2
Multiplicity: 1
Energy above the lowest of the compared OMol25 structures with the same formula, charge and spin: 18.9 kcal/mol

Geometry as XYZ:
```
44
Properties=species:S:1:pos:R:3:forces:R:3
La 0.0435 -0.2383 1.6281 1.2 0.5 1.5
P -2.6599 0.0184 0.6305 -3.1 0.7 -3.0
C -2.1535 0.4501 -1.1134 0.6 0.0 0.1
C -0.7875 1.0560 -1.4235 0.6 0.4 -0.3
N 0.3036 0.9418 -0.6109 -0.5 -0.8 -0.7
C 1.5467 1.1795 -1.1023 -0.2 0.3 0.1
C 1.7026 1.7682 -2.3566 0.2 -0.5 0.4
C 0.5819 2.0099 -3.1422 -0.1 0.1 0.1
C -0.6706 1.6220 -2.6927 -0.2 -0.1 0.5
C 2.7983 0.8371 -0.2594 -0.1 0.5 0.3
P 2.8091 -0.6736 0.8719 1.0 0.2 -1.3
H -1.5857 1.7430 -3.2759 0.5 0.0 -0.1
H 2.7130 1.9743 -2.6916 -0.2 0.1 -0.2
H 0.6748 2.4843 -4.1084 0.1 0.0 -0.1
H 3.6444 0.6586 -0.9498 -0.3 0.2 0.3
H 3.0708 1.7002 0.3886 -0.2 -0.3 -0.4
H -2.2029 -0.4913 -1.7014 0.1 0.0 0.6
H -2.9643 1.0591 -1.5616 0.3 0.1 0.7
H -1.0722 -2.1191 -1.3722 -0.2 -0.3 -0.3
O -1.8192 -2.1700 -2.0132 0.2 -0.2 -0.1
H -1.4376 -2.1522 -2.8972 0.0 -0.3 -0.1
H -0.5089 -2.7278 1.8810 -0.1 -0.3 0.9
O -0.2197 -1.9485 0.1149 -0.8 -1.0 0.8
H -0.5415 -2.7393 0.6902 0.4 0.6 -1.6
C 3.0371 -2.0228 -0.3227 -0.6 -0.6 -0.2
H 3.4848 -1.6337 -1.2447 0.0 -0.1 0.2
H 3.6820 -2.7979 0.1068 -0.1 0.2 -0.1
H 2.0626 -2.4771 -0.5633 0.4 0.2 0.0
C 4.3865 -0.6227 1.7699 -0.1 0.3 0.5
H 4.3863 -1.4696 2.4714 0.1 0.2 -0.2
H 5.2547 -0.7104 1.1045 -0.3 0.0 0.0
H 4.4556 0.3033 2.3570 0.1 -0.3 -0.1
C -3.5942 1.5047 1.0631 0.7 0.4 1.3
H -4.5262 1.5591 0.4830 0.3 -0.3 0.0
H -3.8265 1.4646 2.1353 -0.2 0.3 -0.2
H -2.9683 2.3875 0.8699 -0.2 -0.2 0.1
C -3.9544 -1.2740 0.4818 0.8 -0.8 0.5
H -4.1082 -1.7135 1.4808 -0.1 0.1 -0.3
H -4.9023 -0.8431 0.1308 0.4 0.2 0.1
H -3.6148 -2.0667 -0.1997 0.0 0.2 0.2
O -0.1814 0.2994 3.9820 0.0 0.7 -0.4
C -0.1262 1.5584 3.7591 -0.1 0.2 0.1
O -0.0656 2.0603 2.5889 -0.1 -0.7 0.4
H -0.1466 2.2516 4.6129 0.1 -0.2 0.0
```
Positions in Å, forces in eV/Å.

=====

A molecular structure, C45H61BI2NO32, computed with the ωB97M-V functional and the def2-TZVPD basis.

Highest occupied orbital energy: -5.383 eV
Gap between HOMO and LUMO: 6.495 eV
LUMO: 1.11 eV
Total charge: -1
Multiplicity: 1

Geometry as XYZ:
```
142
Properties=species:S:1:pos:R:3:forces:R:3
C 0.8586 3.6213 4.8706 0.4 0.1 0.8
C 1.4664 2.3800 4.2903 0.1 -0.3 -0.1
I 3.2407 1.7535 5.2975 -0.1 0.1 0.0
C 0.9384 1.7451 3.2572 -0.1 0.3 0.0
I 1.8352 -0.0124 2.4725 -0.1 0.1 0.0
B -0.4276 2.1960 2.4353 -0.7 -0.8 -1.5
C -0.1899 3.1082 1.1107 0.8 0.7 0.6
C 0.3500 4.5495 1.2920 -0.5 -0.7 -0.2
C -0.7514 5.6156 1.4507 0.9 0.6 0.2
C -0.9361 6.0482 2.9000 -0.4 -0.1 0.1
C -0.3771 6.8757 0.6358 -0.3 -0.2 0.2
O -0.9894 0.8905 1.8476 -0.1 -0.2 -0.1
C -2.2060 0.6389 2.4815 0.1 1.3 0.2
C -2.6965 2.0651 2.7599 -0.5 -0.4 -0.2
C -3.9245 2.2430 3.6246 0.8 -0.3 0.1
C -4.3684 1.1941 4.4333 -0.6 0.3 0.3
C -5.5279 1.3762 5.1786 0.4 0.4 -0.6
C -6.1675 2.6043 5.0664 -0.4 -0.1 0.4
C -5.6377 3.5998 4.2622 0.4 -0.5 -0.1
N -4.5275 3.4293 3.5421 -0.4 0.0 0.1
O -1.5609 2.6845 3.2698 0.4 0.3 0.5
H -0.2222 3.5596 4.9136 -0.2 0.0 -0.3
H 1.1767 4.5145 4.3427 -0.1 0.1 -0.2
H 1.2174 3.7433 5.8906 -0.1 0.0 0.1
H -1.1226 3.2087 0.5541 -0.2 -0.3 0.0
H 0.4943 2.5986 0.4326 0.1 -0.3 0.1
H 0.9444 4.8027 0.4151 0.1 0.1 -0.1
H 1.0210 4.5688 2.1521 0.2 0.2 0.1
H -1.7034 5.2258 1.0987 -0.1 -0.1 -0.1
H -1.7271 6.7983 2.9512 -0.1 0.1 0.1
H -1.2366 5.2240 3.5407 0.1 -0.2 0.0
H -0.0332 6.5098 3.3016 0.2 0.0 0.0
H -0.8341 6.8584 -0.3509 0.1 0.1 -0.2
H -0.7083 7.7665 1.1678 -0.2 0.2 -0.2
H 0.7004 6.9601 0.5241 0.2 0.0 0.0
H -2.9109 0.1236 1.8376 0.0 -0.4 0.0
H -2.0341 0.1458 3.4434 -0.2 -0.5 0.0
H -3.0073 2.4853 1.7898 0.3 0.2 -0.1
H -3.8418 0.2586 4.4804 0.2 -0.1 -0.1
H -5.9215 0.5939 5.8096 0.0 -0.1 0.1
H -7.0848 2.7921 5.6076 -0.1 0.1 0.1
H -6.1308 4.5582 4.1895 0.0 0.2 0.0
C 4.2500 -1.0581 -1.0247 -0.2 -0.1 0.1
C 4.7532 -0.3097 0.1889 -0.2 0.0 0.1
O 6.0982 0.0320 -0.2076 0.0 -0.1 -0.1
C 6.1469 0.0387 -1.5513 -0.1 0.0 0.1
O 7.0762 0.4376 -2.1886 0.2 -0.1 -0.1
O 5.0223 -0.4689 -2.0865 0.0 0.0 0.0
H 3.1864 -0.9210 -1.1985 0.0 0.1 -0.2
H 4.4738 -2.1259 -0.9843 0.1 0.0 0.0
H 4.1942 0.6057 0.3761 0.0 0.0 0.0
H 4.7600 -0.9089 1.0941 0.2 0.0 0.0
C 8.0697 -3.0565 -3.6947 0.0 0.1 -0.1
C 8.6874 -2.7663 -2.3450 0.2 0.3 0.0
O 7.8352 -3.4928 -1.4540 0.0 0.0 -0.1
C 7.2437 -4.4917 -2.1570 0.0 0.0 0.0
O 6.6105 -5.3708 -1.6748 -0.1 -0.1 0.0
O 7.4759 -4.3440 -3.4833 0.0 0.1 0.1
H 8.7971 -3.0961 -4.5008 0.0 -0.2 0.0
H 7.2867 -2.3424 -3.9548 0.0 0.0 0.1
H 9.7041 -3.1552 -2.2551 0.0 -0.1 0.0
H 8.6838 -1.7055 -2.1041 -0.2 0.0 0.1
C -3.9481 -4.6043 1.1602 0.0 -0.1 -0.1
C -3.7546 -3.5372 0.1034 0.0 -0.1 -0.1
O -4.0337 -2.3319 0.8328 0.0 -0.1 0.0
C -3.8253 -2.5752 2.1449 0.2 0.0 -0.1
O -3.8151 -1.7363 2.9843 -0.2 -0.2 0.3
O -3.6313 -3.8929 2.3673 0.0 -0.1 -0.1
H -3.2880 -5.4567 1.0290 0.1 0.1 0.2
H -4.9789 -4.9560 1.2233 0.0 0.1 0.0
H -2.7302 -3.4948 -0.2644 0.0 0.0 0.0
H -4.4307 -3.6424 -0.7369 -0.1 0.1 0.1
C -1.0017 -4.8060 4.5437 0.0 0.2 -0.1
C -0.3468 -4.5255 5.8787 0.1 0.1 0.0
O -1.1546 -5.2969 6.7778 0.0 0.0 -0.1
C -1.7436 -6.2918 6.0731 0.0 0.0 0.0
O -2.3388 -7.1993 6.5554 0.0 -0.1 0.0
O -1.5590 -6.1119 4.7444 0.0 0.1 0.0
H -0.2969 -4.8130 3.7165 0.0 -0.2 0.0
H -1.8082 -4.1078 4.3177 0.0 0.0 0.0
H 0.6804 -4.8907 5.9275 0.0 0.0 0.0
H -0.3632 -3.4741 6.1514 -0.1 0.0 0.1
C -5.8592 -3.7012 -4.1643 -0.1 0.1 -0.1
C -4.7742 -3.4338 -5.1860 -0.1 0.1 0.0
O -3.5819 -3.5399 -4.3935 -0.1 -0.1 0.0
C -3.8556 -4.3087 -3.3191 0.0 0.0 -0.1
O -3.0443 -4.7200 -2.5529 0.1 -0.1 0.0
O -5.1845 -4.5436 -3.2190 0.0 0.0 0.0
H -6.7260 -4.2087 -4.5778 0.0 -0.2 0.1
H -6.1875 -2.7937 -3.6557 0.0 0.0 0.0
H -4.7423 -4.1891 -5.9716 0.0 0.0 0.0
H -4.8504 -2.4516 -5.6380 0.2 0.1 0.1
C -6.0950 -3.2343 -9.1554 0.0 -0.1 -0.1
C -5.8857 -2.1255 -10.1674 0.0 -0.1 -0.1
O -6.1350 -0.9510 -9.3889 0.0 -0.1 0.0
C -5.9175 -1.2485 -8.0889 0.0 0.1 0.0
O -5.8748 -0.4618 -7.2039 0.0 0.0 0.1
O -5.7515 -2.5876 -7.9248 -0.1 -0.1 -0.2
H -5.4561 -4.0970 -9.3251 0.1 0.0 0.1
H -7.1342 -3.5628 -9.1020 0.0 0.0 0.0
H -4.8613 -2.0884 -10.5409 0.0 0.0 0.0
H -6.5707 -2.1773 -11.0091 -0.1 0.2 0.1
C -1.3914 -0.3389 -1.1968 -0.2 -0.3 0.3
C -2.5908 0.3888 -1.7716 -0.1 -0.2 0.0
O -2.1443 1.7430 -1.7931 0.1 0.0 -0.1
C -0.7860 1.7433 -1.8206 0.0 -0.2 0.5
O -0.1125 2.7051 -1.9603 0.1 0.2 -0.5
O -0.3064 0.4906 -1.6145 -0.1 0.1 -0.2
H -1.2747 -1.3475 -1.5898 0.1 0.1 -0.2
H -1.4046 -0.3722 -0.1044 0.0 0.2 0.0
H -2.8211 0.0744 -2.7932 0.0 0.0 0.0
H -3.4839 0.2935 -1.1578 0.0 0.2 0.1
C 8.1633 3.4121 -3.6648 -0.2 -0.2 0.0
C 8.6854 4.1625 -2.4648 -0.2 0.0 0.1
O 10.0367 4.4501 -2.8593 -0.1 0.0 -0.1
C 10.0933 4.4411 -4.2099 0.0 0.0 0.0
O 11.0287 4.8036 -4.8494 0.1 0.0 -0.1
O 8.9453 3.9558 -4.7399 0.1 0.1 0.1
H 7.1040 3.5777 -3.8417 0.0 0.1 -0.2
H 8.3491 2.3398 -3.5987 0.0 0.0 0.0
H 8.1621 5.1043 -2.2916 0.0 0.0 -0.1
H 8.6559 3.5750 -1.5574 0.2 0.0 0.0
C 9.4652 0.4909 1.7017 0.0 -0.2 0.0
C 10.0627 0.6039 0.3138 0.1 -0.2 0.0
O 9.5044 1.8298 -0.1561 0.1 0.0 0.1
C 9.1639 2.5836 0.9182 -0.2 -0.1 0.1
O 8.8114 3.7147 0.8580 0.0 0.1 0.0
O 9.2644 1.8622 2.0579 0.1 0.0 -0.1
H 10.1247 0.0041 2.4154 0.0 0.2 0.1
H 8.4992 -0.0162 1.6997 0.0 0.0 -0.1
H 11.1505 0.6966 0.3323 0.0 0.0 0.0
H 9.7842 -0.2170 -0.3420 -0.1 0.1 -0.1
C -6.8119 -1.3909 2.1430 0.0 0.2 0.1
C -7.8753 -0.3891 2.5348 0.1 0.1 0.1
O -8.9085 -0.6551 1.5728 0.0 0.0 0.1
C -8.7603 -1.9237 1.1291 0.0 0.0 0.0
O -9.5496 -2.4994 0.4515 0.0 0.0 -0.1
O -7.5903 -2.4490 1.5587 0.0 0.1 0.0
H -6.2390 -1.7545 2.9888 -0.1 -0.2 0.0
H -6.1280 -1.0018 1.3901 0.0 0.0 0.0
H -8.2722 -0.5674 3.5357 0.0 0.0 0.0
H -7.5390 0.6418 2.4657 -0.1 0.0 -0.1
```
Positions in Å, forces in eV/Å.

=====

C5H9NO in the gas phase, computed with the ωB97M-V functional and the def2-TZVPD basis.

Highest occupied orbital energy: -9.366 eV
Gap between HOMO and LUMO: 10.377 eV
LUMO: 1.01 eV
Multiplicity: 1
Structure (SMILES): [H]/N=C(\C)C[C@H]1CO1
Energy above the lowest of the compared OMol25 structures with the same formula, charge and spin: 87.0 kcal/mol

Geometry as XYZ:
```
16
Properties=species:S:1:pos:R:3:forces:R:3
C -2.2221 -0.3940 0.2611 -0.1 -0.3 -0.1
C -0.7951 -0.0889 0.5616 0.0 -0.9 -0.2
N -0.0585 -0.6295 1.4514 -0.4 -0.5 -0.4
C -0.0875 0.9997 -0.1608 0.1 0.3 0.4
C 1.2482 0.4925 -0.8159 -0.3 0.6 0.3
C 2.3611 -0.1557 -0.1237 0.2 0.2 0.2
O 1.4554 -0.9210 -0.9039 -0.3 0.1 0.0
H -2.7413 0.4178 -0.2617 0.2 -0.2 0.1
H -2.7723 -0.6645 1.1659 0.1 -0.1 -0.2
H -2.1341 -1.2473 -0.4132 -0.5 -0.1 -0.1
H -0.3363 1.4626 0.8494 2.4 1.5 -0.9
H -0.4992 -1.4611 1.8177 -0.4 -0.1 0.5
H -0.5681 1.6867 -0.8528 -0.6 -0.7 -0.2
H 1.4759 0.9478 -1.7876 -0.2 0.2 0.5
H 3.3752 -0.0763 -0.5206 -0.2 0.0 0.1
H 2.2380 -0.2838 0.9472 0.1 -0.1 -0.1
```
Positions in Å, forces in eV/Å.

=====

15 unconnected molecules or ions with the total composition H31O15, computed with the ωB97M-V functional and the def2-TZVPD basis.

Highest occupied orbital energy: -12.895 eV
Gap between HOMO and LUMO: 9.996 eV
LUMO: -2.90 eV
Total charge: +1
Multiplicity: 1
Energy above the lowest of the compared OMol25 structures with the same formula, charge and spin: 108.7 kcal/mol

Geometry as XYZ:
```
46
Properties=species:S:1:pos:R:3:forces:R:3
O 2.3572 -1.4604 3.5849 2.3 2.9 2.5
H -0.9604 2.1242 1.6724 0.7 2.1 1.8
H 1.9075 -2.1711 3.9242 -1.6 -2.8 1.7
O -0.0261 -0.5111 -2.6324 -0.4 1.6 -3.2
H -4.2730 -0.4469 -2.8854 1.1 -1.3 1.4
H -0.2465 -0.3598 -3.6094 1.3 -1.2 1.3
O -0.3291 -3.6758 1.3061 0.3 1.2 -0.9
H 0.6351 1.8834 2.2588 -1.0 -0.7 -0.7
H -2.0762 -1.4429 -1.4988 -0.3 -0.6 -0.4
O 1.9098 2.9200 -1.3261 -0.3 0.0 0.5
H -1.0731 3.7403 -0.0889 2.4 2.2 1.9
H 2.7742 2.9394 -0.9273 0.4 0.1 0.9
O -2.7268 1.2684 1.3035 -1.7 2.2 -3.3
H -2.9539 0.8748 2.1256 -0.9 -0.3 1.0
H -3.5548 1.7490 0.8354 2.8 -1.9 2.2
O -0.4556 2.6505 2.4273 1.7 0.5 -1.9
H -0.0799 -3.0772 0.5594 0.3 -0.9 0.5
H -1.2807 -3.5984 1.2521 -0.5 -0.4 0.2
O 1.2962 0.9640 1.9792 -0.2 0.7 2.0
H -0.0504 3.5982 2.0964 -2.2 -2.9 -0.1
H 3.5655 0.2929 -0.0627 -0.1 -0.4 -0.3
O 1.9363 -2.2007 0.3437 1.8 -3.1 -0.5
H -0.6560 0.1562 -2.4070 -0.8 0.9 1.5
H 3.6568 0.6797 1.3403 0.3 0.4 1.0
O -0.3463 4.3817 0.3963 0.0 -2.6 -3.8
H 2.4186 -3.1079 0.2097 -1.7 2.0 0.9
H 0.2083 -3.5470 -2.9757 2.0 2.4 1.9
O -0.2558 -0.4901 0.8321 -1.4 0.0 -0.7
H -1.7983 -2.9722 -1.8014 0.1 1.0 0.6
O -3.7901 -1.1015 -2.2805 -0.1 6.3 0.6
H -3.9729 -1.8856 -2.6457 -1.2 -4.9 -2.1
H 1.1528 0.2771 1.2237 -0.2 1.6 1.3
O 3.0394 0.2771 0.7455 1.3 -0.3 -1.8
H 0.4372 4.2069 -0.2770 -2.0 0.7 2.1
H 2.3860 -1.7784 -0.3915 -0.3 0.7 -0.2
O 0.8349 -2.8970 -2.4386 -0.7 -3.3 -2.0
H 1.4109 0.5495 2.8652 0.2 -0.4 -0.8
H 0.3246 -2.1441 -2.1441 -0.6 0.0 -0.1
O -1.4623 -2.1749 -1.3368 -0.6 -0.8 0.6
H 2.1126 -1.4527 2.7215 -0.6 -0.2 -4.5
H -0.6661 2.5557 -1.7980 -0.4 -0.7 0.7
O -1.3595 2.2109 -1.1939 -0.2 1.1 -1.0
H -1.0853 1.3921 -0.7965 0.6 -0.4 0.3
H 2.1801 2.8041 -2.2229 -0.2 -0.1 -1.4
H -1.0592 -0.7771 0.3384 1.0 -0.1 0.5
H -0.0059 -1.2233 1.3993 -0.2 -0.7 0.0
```
Positions in Å, forces in eV/Å.